# 1
The following is a quantum chemistry calculation of a structure of composition C24H46AlCl8F7N6O15P3S, from OMol25.

The geometry in XYZ format:
```
111
Properties=species:S:1:pos:R:3:lowdin_charge:R:1
O 7.722 0.982 3.656 -0.34
P 8.320 1.773 2.496 0.62
O 9.660 2.557 3.072 -0.18
O 8.747 0.678 1.292 -0.14
C 7.065 3.036 1.823 -0.19
N 5.820 2.814 2.612 -0.23
C 4.660 2.436 1.780 -0.36
C 4.173 1.008 2.548 -0.16
C 2.632 1.025 3.132 -0.04
O 3.098 0.231 1.886 -0.21
S 5.473 4.087 3.695 0.77
O 6.747 4.647 4.203 -0.27
O 4.728 3.481 4.842 -0.29
F 4.505 5.256 3.018 -0.21
H 9.502 2.594 4.049 0.04
H 7.937 0.283 0.911 0.07
H 6.962 2.766 0.728 0.12
H 7.467 4.080 1.844 0.11
H 4.935 2.089 0.697 -0.04
H 3.755 3.158 1.841 0.00
H 4.977 0.459 3.169 0.17
H 2.264 2.050 2.921 0.08
H 2.956 0.597 4.106 0.10
Al 3.784 3.244 -0.030 0.90
C 9.243 5.671 6.628 0.05
N 10.042 4.673 5.875 -0.41
O 9.431 3.829 5.252 0.05
O 11.246 4.774 5.938 0.10
H 8.187 5.457 6.479 0.09
H 9.512 5.581 7.678 0.10
H 9.497 6.654 6.239 0.10
C 2.963 2.157 6.964 -0.02
C 2.336 1.199 7.941 -0.55
O 2.125 0.029 7.661 0.03
N 2.001 1.675 9.173 0.00
C 2.168 3.016 9.693 -0.08
H 3.174 1.637 6.034 0.05
H 2.278 2.981 6.752 0.09
H 3.902 2.542 7.364 0.09
H 1.587 0.977 9.772 0.14
H 2.799 2.968 10.583 0.08
H 1.186 3.404 9.976 0.08
H 2.622 3.683 8.965 0.07
O 5.140 0.073 -0.155 -0.42
H 4.361 -0.011 0.398 -0.17
C -0.709 1.908 0.833 -1.51
Cl -0.848 2.184 2.574 0.54
Cl -0.652 3.449 -0.037 0.50
Cl 0.722 0.936 0.468 0.59
H -1.588 1.361 0.503 0.00
F 12.120 3.822 -1.430 -0.21
P 11.313 3.387 -0.078 0.30
F 11.738 2.915 1.421 -0.20
F 10.131 2.901 -1.097 -0.21
F 11.956 4.835 0.324 -0.21
F 11.972 1.911 -0.306 -0.20
F 9.939 3.947 0.604 -0.22
O -4.914 -0.754 0.059 -0.31
P -5.291 -1.455 -1.259 0.76
N -4.157 -2.722 -1.104 -0.36
C -2.739 -2.673 -1.385 -0.11
C -4.480 -3.744 -0.118 -0.12
N -4.843 -0.142 -2.270 -0.31
C -3.857 -0.129 -3.333 -0.13
C -4.849 1.183 -1.648 -0.15
N -5.909 -2.263 -2.737 -0.29
C -7.327 -2.619 -2.560 -0.16
C -5.262 -3.330 -3.483 -0.13
H -2.412 -3.634 -1.792 0.08
H -2.142 -2.455 -0.491 0.09
H -2.480 -1.938 -2.141 0.05
H -5.291 -4.384 -0.490 0.07
H -4.809 -3.302 0.830 0.07
H -3.633 -4.396 0.102 0.08
H -2.837 -0.039 -2.945 0.08
H -4.022 0.727 -3.995 0.08
H -3.914 -0.995 -3.988 0.05
H -3.946 1.345 -1.048 0.07
H -5.723 1.309 -1.009 0.07
H -4.907 1.978 -2.397 0.08
H -7.446 -3.459 -1.867 0.07
H -7.797 -2.879 -3.512 0.00
H -7.882 -1.765 -2.153 0.08
H -5.285 -4.293 -2.955 0.09
H -4.226 -3.108 -3.738 0.04
H -5.774 -3.472 -4.443 0.08
C -3.463 -4.400 -6.449 0.21
C -2.417 -3.761 -5.797 -0.33
C -1.053 -4.359 -6.082 -0.31
O -0.011 -3.903 -5.667 0.17
C -0.995 -5.574 -6.908 0.22
C -2.043 -6.221 -7.549 -0.34
C -3.394 -5.558 -7.351 -0.32
O -4.416 -5.928 -7.884 0.15
O -1.979 -7.237 -8.237 0.16
O -2.490 -2.789 -5.045 0.13
H -4.473 -4.029 -6.309 0.14
H 0.009 -5.977 -7.005 0.15
Cl -9.102 -3.442 -5.621 0.57
C -10.740 -4.127 -5.473 -0.67
C -11.182 -4.240 -4.032 -0.67
Cl -10.259 -5.475 -3.139 0.55
H -10.747 -5.096 -5.972 0.07
H -11.413 -3.461 -6.014 -0.01
H -12.231 -4.537 -3.990 0.07
H -11.076 -3.291 -3.506 0.07
C -13.749 -0.965 -6.659 -1.53
Cl -12.740 -0.194 -5.430 0.53
Cl -13.185 -0.547 -8.280 0.53
Cl -13.762 -2.721 -6.438 0.56
H -14.765 -0.600 -6.545 0.01
```

Summary:
LUMO level ... -4.1 eV
2S+1 ... 1
Charge ... -1

***

# 2
The following is a quantum chemistry calculation of a structure of composition C15H40O15S5, from OMol25.

The geometry in XYZ format:
```
75
Properties=species:S:1:pos:R:3:lowdin_charge:R:1
O -3.770 3.876 2.635 -0.35
S -3.554 2.497 2.186 0.74
O -3.490 1.511 3.316 -0.35
O -4.758 2.142 1.076 -0.26
C -4.886 0.730 0.822 -0.23
C -4.731 0.673 -0.692 -0.14
C -2.021 2.446 1.075 -0.24
H -5.867 0.445 1.201 0.12
H -4.180 0.092 1.353 0.11
H -4.683 -0.365 -1.023 0.11
H -3.806 1.188 -0.953 -0.20
H -5.494 1.228 -1.237 0.08
H -1.151 2.704 1.678 0.10
H -2.210 3.191 0.302 0.12
H -2.020 1.439 0.656 -0.03
O -3.031 0.716 -0.871 -0.17
S -1.615 0.740 -0.764 0.91
O -0.942 1.700 0.081 -0.50
O -1.316 -0.749 -0.223 -0.15
C 0.024 -1.131 0.047 -0.21
C -0.086 -2.259 0.995 -0.33
C -0.833 0.599 -2.515 -0.18
H 0.610 -0.328 0.495 0.11
H 0.424 -1.373 -0.938 0.15
H 0.976 -2.349 1.226 0.00
H -0.298 -3.258 0.613 0.13
H -0.789 -2.129 1.817 0.11
H -1.235 -0.340 -2.896 0.13
H 0.228 0.831 -2.430 0.08
H -1.254 1.384 -3.144 -0.09
O -0.157 -3.064 3.815 -0.23
S 1.062 -2.811 3.066 0.85
O 1.692 -3.815 2.190 -0.18
O 0.837 -1.392 2.158 -0.41
C 0.031 -0.408 2.770 -0.20
C 0.135 0.911 1.978 -0.03
C 2.343 -2.152 4.229 -0.05
H 0.155 -0.366 3.852 0.12
H -1.005 -0.741 2.717 0.13
H -0.655 1.085 1.248 -0.03
H 1.086 0.830 1.453 0.11
H 0.116 1.732 2.695 0.11
H 2.915 -2.980 4.647 0.08
H 1.857 -1.533 4.983 0.07
H 3.007 -1.628 3.541 0.04
O -0.413 0.677 -4.297 -0.32
S -1.329 1.730 -4.639 0.77
O -2.830 1.476 -4.746 -0.24
O -1.186 2.811 -3.370 -0.28
C 0.105 3.078 -2.750 -0.20
C -0.159 3.777 -1.419 -0.03
C -0.747 2.621 -6.106 -0.08
H 0.705 3.711 -3.405 0.13
H 0.636 2.133 -2.636 0.09
H -0.834 4.620 -1.570 0.10
H 0.707 4.267 -0.974 0.10
H -0.324 3.185 -0.520 0.05
H -1.253 2.230 -6.989 0.08
H 0.328 2.597 -6.287 0.08
H -1.035 3.658 -5.933 0.08
O 4.631 -0.827 0.485 -0.27
S 4.936 -1.941 1.299 0.69
O 5.085 -1.877 2.747 -0.30
O 3.820 -3.172 1.007 -0.28
C 3.136 -3.204 -0.164 -0.24
C 1.574 -3.204 0.142 -0.13
C 6.394 -2.901 0.514 -0.07
H 3.561 -3.937 -0.850 0.11
H 3.383 -2.239 -0.607 0.09
H 1.414 -3.553 1.162 -0.16
H 0.886 -3.841 -0.413 0.12
H 1.086 -2.243 -0.019 0.01
H 7.211 -2.181 0.457 0.05
H 6.089 -3.242 -0.476 0.06
H 6.764 -3.728 1.121 0.07
```

Summary:
LUMO level ... -0.3 eV
2S+1 ... 1
ΔE to the lowest compared entry with this formula, charge and spin ... 43.916 eV

***

# 3
The following is a quantum chemistry calculation of a cluster of 13 separate species, C48H119N3O13 in total, from OMol25.

The geometry in XYZ format:
```
183
Properties=species:S:1:pos:R:3:mulliken_spin:R:1
C 1.369 -0.149 0.108 0.00
C 0.063 -0.072 0.853 0.00
C -0.168 -1.312 1.794 0.00
C 0.616 -1.256 3.070 0.00
C 0.305 0.076 3.838 0.00
C 0.534 1.358 2.985 0.00
N -0.206 1.154 1.660 0.00
O -0.129 2.274 0.857 0.00
C -0.212 2.423 3.812 0.00
C 2.053 1.692 2.842 0.00
C -1.087 -0.184 -0.184 0.00
H 2.238 -0.198 0.764 0.00
H 1.481 0.711 -0.553 0.00
H 1.234 -1.040 -0.504 0.00
H -1.235 -1.300 2.015 0.00
H 0.164 -2.199 1.254 0.00
H 1.684 -1.353 2.873 0.00
H 0.418 -2.120 3.705 0.00
H 0.991 0.017 4.683 0.00
H -0.693 -0.135 4.223 0.00
H -1.239 2.178 4.085 0.00
H 0.237 2.634 4.782 0.00
H -0.072 3.352 3.260 0.00
H 2.331 2.045 1.849 0.00
H 2.446 2.417 3.554 0.00
H 2.634 0.771 2.862 0.00
H -2.042 0.135 0.232 0.00
H -1.158 -1.202 -0.569 0.00
H -0.993 0.560 -0.975 0.00
H -1.073 2.433 0.793 0.00
C 5.921 3.275 -0.714 0.08
C 4.893 4.298 -0.098 0.00
C 5.380 5.747 -0.012 0.01
C 5.415 6.425 -1.395 -0.01
C 3.960 6.444 -1.972 0.01
C 3.397 5.017 -2.127 -0.02
N 3.621 4.258 -0.867 0.70
O 2.936 2.997 -0.863 0.04
C 1.847 5.268 -2.269 0.05
C 4.025 4.303 -3.359 0.08
C 4.663 3.870 1.396 0.04
H 5.496 2.303 -0.964 0.00
H 6.670 3.037 0.041 0.00
H 6.488 3.687 -1.549 0.00
H 4.908 6.405 0.718 -0.01
H 6.421 5.583 0.269 0.00
H 6.128 5.910 -2.039 0.00
H 5.836 7.427 -1.316 0.00
H 4.114 6.896 -2.952 0.00
H 3.360 7.181 -1.438 0.00
H 1.736 5.740 -3.245 0.00
H 1.313 4.323 -2.371 -0.01
H 1.416 5.751 -1.392 0.00
H 3.762 4.832 -4.275 0.01
H 5.095 4.178 -3.189 0.00
H 3.659 3.299 -3.571 0.00
H 4.532 2.805 1.587 0.00
H 3.872 4.381 1.946 0.00
H 5.590 4.177 1.880 0.00
H 2.154 3.244 -0.364 0.03
C -1.205 -2.402 -5.187 0.00
C -2.618 -2.548 -4.516 0.00
C -3.604 -1.713 -5.305 0.00
C -5.115 -1.864 -4.868 0.00
C -5.508 -3.309 -4.934 0.00
C -4.436 -4.220 -4.216 0.00
N -3.086 -3.902 -4.669 0.00
O -2.076 -4.822 -4.227 0.00
C -4.751 -4.165 -2.667 0.00
C -4.810 -5.644 -4.757 0.00
C -2.530 -2.024 -3.061 0.00
H -1.206 -2.702 -6.235 0.00
H -0.388 -2.966 -4.737 0.00
H -0.953 -1.346 -5.281 0.00
H -3.264 -0.691 -5.141 0.00
H -3.534 -1.937 -6.370 0.00
H -5.789 -1.211 -5.421 0.00
H -5.118 -1.558 -3.822 0.00
H -5.618 -3.576 -5.986 0.00
H -6.529 -3.438 -4.576 0.00
H -5.382 -4.967 -2.282 0.00
H -3.847 -4.281 -2.069 0.00
H -5.402 -3.324 -2.430 0.00
H -4.297 -5.889 -5.687 0.00
H -4.363 -6.420 -4.136 0.00
H -5.897 -5.708 -4.793 0.00
H -2.315 -0.958 -2.978 0.00
H -1.830 -2.518 -2.387 0.00
H -3.505 -1.985 -2.576 0.00
H -1.909 -5.234 -5.078 0.00
O -4.023 2.317 -0.637 0.00
H -4.062 2.240 0.316 0.00
H -4.804 2.819 -0.870 0.00
O -3.446 0.322 3.426 0.00
H -2.496 0.441 3.435 0.00
H -3.695 0.311 4.350 0.00
O 3.381 -2.291 -0.464 0.00
H 3.769 -1.973 -1.279 0.00
H 4.099 -2.270 0.168 0.00
C 0.673 2.698 -5.652 0.00
C 0.648 1.397 -4.890 0.00
C 1.732 1.380 -3.829 0.01
O -0.625 1.289 -4.434 0.00
H 1.648 2.969 -6.057 0.00
H 0.355 3.567 -5.077 0.00
H -0.027 2.699 -6.488 0.00
H 0.783 0.614 -5.636 0.00
H 2.744 1.506 -4.212 0.00
H 1.622 0.439 -3.291 0.00
H 1.680 2.279 -3.215 0.00
H -0.819 1.940 -3.756 0.00
C -2.941 4.710 -3.866 0.00
C -1.760 4.308 -2.897 0.00
C -1.744 4.854 -1.480 0.00
O -1.870 2.871 -2.725 0.00
H -2.964 5.781 -4.069 0.00
H -3.868 4.375 -3.402 0.00
H -2.841 4.198 -4.823 0.00
H -0.759 4.522 -3.270 0.00
H -0.828 4.461 -1.038 0.00
H -2.548 4.468 -0.853 0.00
H -1.698 5.943 -1.490 0.00
H -2.527 2.660 -2.058 0.00
C 3.154 -4.616 2.939 0.00
C 2.045 -5.667 2.982 0.00
C 0.624 -5.145 3.164 0.00
O 2.094 -6.314 1.707 0.00
H 3.272 -4.106 3.895 0.00
H 2.955 -3.851 2.189 0.00
H 4.072 -5.172 2.748 0.00
H 2.222 -6.429 3.741 0.00
H 0.346 -4.351 2.470 0.00
H 0.450 -4.770 4.173 0.00
H -0.005 -6.004 2.930 0.00
H 1.793 -5.671 1.061 0.00
C 1.744 -5.033 -2.218 0.00
C 0.717 -4.489 -1.234 0.00
C -0.419 -5.423 -0.945 0.00
O 1.304 -4.255 0.067 0.00
H 2.011 -6.078 -2.057 0.00
H 2.748 -4.611 -2.228 0.00
H 1.379 -4.946 -3.241 0.00
H 0.296 -3.563 -1.625 0.00
H -0.106 -6.452 -0.773 0.00
H -1.036 -5.596 -1.827 0.00
H -1.071 -4.980 -0.192 0.00
H 1.944 -3.540 0.019 0.00
C -2.307 -3.393 5.503 0.00
C -1.665 -3.133 6.854 0.00
C -0.310 -2.490 6.679 0.00
O -2.470 -2.283 7.628 0.00
H -1.587 -3.861 4.833 0.00
H -2.707 -2.478 5.066 0.00
H -3.084 -4.146 5.635 0.00
H -1.524 -4.096 7.345 0.00
H 0.409 -3.212 6.292 0.00
H 0.128 -2.214 7.639 0.00
H -0.289 -1.568 6.098 0.00
H -3.032 -1.785 7.029 0.00
C -3.922 -2.648 0.946 0.00
C -4.813 -3.865 1.321 0.00
C -4.207 -4.613 2.622 0.00
O -6.102 -3.428 1.635 0.00
H -4.464 -1.867 0.414 0.00
H -2.951 -2.738 0.460 0.00
H -3.703 -2.179 1.905 0.00
H -4.740 -4.511 0.446 0.00
H -3.128 -4.746 2.543 0.00
H -4.663 -5.571 2.873 0.00
H -4.285 -4.100 3.580 0.00
H -6.017 -2.749 2.309 0.00
C 3.520 5.811 4.717 0.00
C 2.688 5.337 5.871 0.00
C 2.965 3.881 6.484 0.00
O 2.976 6.275 6.834 0.00
H 3.323 6.830 4.384 0.00
H 3.290 5.092 3.931 0.00
H 4.573 5.606 4.913 0.00
H 1.610 5.413 5.727 0.00
H 2.298 3.170 5.997 0.00
H 2.737 3.884 7.550 0.00
H 4.016 3.615 6.371 0.00
H 3.904 6.522 6.813 0.00
```

Summary:
LUMO level (spin up / spin down) ... -2.3 / -6.7 eV
Expectation value of S² ... 0.755
2S+1 ... 2
Charge ... +1

***

# 4
The following is a quantum chemistry calculation of an isolated molecule of C2H6NO3P, from OMol25.

The geometry in XYZ format:
```
13
Properties=species:S:1:pos:R:3:nbo_charge:R:1
C -1.121 -0.626 0.993 -1.03
P 0.350 -1.515 0.349 1.33
O -0.220 -1.598 -1.200 -1.00
O 1.500 -0.299 0.228 -0.80
C 1.150 1.027 0.192 0.89
N 0.595 1.424 -1.016 -0.85
O 1.408 1.767 1.101 -0.58
H -0.884 0.295 1.528 0.26
H -1.827 -0.446 0.180 0.25
H -1.592 -1.307 1.709 0.25
H 0.453 -2.020 -1.755 0.50
H 0.390 2.415 -0.981 0.39
H -0.201 0.884 -1.328 0.40
```

Summary:
LUMO level ... 0.7 eV
2S+1 ... 1
SMILES ... CP(O)OC(N)=O
ΔE to the lowest compared entry with this formula, charge and spin ... 0.000 eV

***

# 5
The following is a quantum chemistry calculation of a cluster of 2 separate species, C4H11NO in total, from OMol25.

The geometry in XYZ format:
```
17
Properties=species:S:1:pos:R:3:nbo_charge:R:1
C 0.062 1.736 -0.283 -0.04
O -0.792 0.735 -0.760 -0.94
C -0.304 2.283 1.089 -0.63
H 0.232 2.550 -1.000 0.13
H 1.041 1.221 -0.154 0.09
H 0.404 3.079 1.341 0.19
H -0.261 1.528 1.881 0.18
H -1.313 2.704 1.030 0.20
C -0.183 -1.796 0.736 -0.47
C 0.242 -1.541 -1.688 0.04
N 0.338 -2.178 -0.578 -0.42
H 0.655 -1.751 1.429 0.21
H -0.880 -2.569 1.057 0.21
H -0.681 -0.785 0.615 0.31
H -0.239 -0.445 -1.554 0.34
H 0.800 -1.731 -2.600 0.19
H 0.877 -3.040 -0.560 0.39
```

Summary:
LUMO level ... -0.1 eV
2S+1 ... 1
ΔE to the lowest compared entry with this formula, charge and spin ... 4.105 eV

***

# 6
The following is a quantum chemistry calculation of a structure of composition C17H19N5O5PPtSbSe4, from OMol25.

The geometry in XYZ format:
```
53
Properties=species:S:1:pos:R:3:nbo_charge:R:1
Pt -0.145 2.028 0.396 0.19
N 1.307 6.253 0.422 -0.34
C 1.683 4.978 0.585 0.18
N 0.618 4.222 0.616 -0.49
C -0.441 5.078 0.446 0.25
N -0.039 6.348 0.333 -0.31
C -1.765 4.564 0.407 0.06
C -2.882 5.390 0.314 0.03
N -4.127 4.971 0.310 -0.44
C -4.263 3.614 0.406 -0.06
C -3.196 2.762 0.486 -0.03
N -1.922 3.179 0.483 -0.45
H 1.889 7.069 0.351 0.41
H 2.700 4.657 0.685 0.27
H -2.727 6.460 0.249 0.20
H -5.282 3.251 0.422 0.18
H -3.343 1.693 0.565 0.23
C -2.552 -2.555 -0.258 -1.00
P -2.003 -0.875 -0.770 1.95
C -0.533 -1.072 -1.837 -1.02
C -3.336 -0.245 -1.867 -1.01
O -1.799 0.000 0.395 -1.10
H -2.133 -3.333 -0.887 0.23
H -3.637 -2.606 -0.286 0.22
H -2.221 -2.701 0.765 0.25
H -0.780 -1.431 -2.832 0.22
H 0.163 -1.751 -1.353 0.25
H -0.067 -0.088 -1.907 0.29
H -3.555 -0.917 -2.691 0.22
H -3.003 0.717 -2.247 0.25
H -4.232 -0.089 -1.268 0.23
Se 5.290 1.534 -2.495 -0.82
Sb 4.676 1.689 -0.133 1.06
Se 1.932 1.459 -0.374 0.16
Se 5.171 3.925 0.803 -0.86
Se 5.567 -0.172 1.190 -0.80
O 2.325 -0.340 -0.038 -0.71
C 1.600 -0.963 0.873 0.77
O 0.795 -0.433 1.613 -0.60
C 1.840 -2.423 0.785 -0.14
C 3.018 -2.902 0.211 -0.15
C 3.211 -4.255 -0.015 -0.26
C 2.187 -5.105 0.341 0.21
O 2.105 -6.483 0.201 -0.49
C 0.848 -6.841 0.718 0.25
O 0.149 -5.697 1.137 -0.51
C 1.013 -4.631 0.923 0.26
C 0.810 -3.299 1.171 -0.26
H 3.803 -2.204 -0.035 0.28
H 4.117 -4.625 -0.462 0.22
H 0.984 -7.521 1.578 0.14
H 0.266 -7.366 -0.061 0.14
H -0.084 -2.921 1.634 0.24
```

Summary:
LUMO level (spin up / spin down) ... 3.8 / 3.8 eV
2S+1 ... 1
ΔE to the lowest compared entry with this formula, charge and spin ... 4.499 eV
Charge ... -2

***

# 7
The following is a quantum chemistry calculation of a structure of composition CH3NOP2S, from OMol25.

The geometry in XYZ format:
```
9
Properties=species:S:1:pos:R:3:nbo_charge:R:1
C 0.086 0.679 -0.555 -0.41
N -1.076 0.337 -1.162 -0.85
O 0.023 -1.745 -0.248 -1.01
P 1.206 -0.495 0.000 0.80
P -1.358 -1.251 -0.904 1.61
S -2.898 -2.383 -0.838 -0.37
H 0.508 1.680 -0.604 0.22
H 1.915 1.457 1.808 -0.03
H 1.594 1.723 2.503 0.03
```

Summary:
LUMO level ... -1.0 eV
2S+1 ... 1
ΔE to the lowest compared entry with this formula, charge and spin ... 1.537 eV

***

# 8
The following is a quantum chemistry calculation of a structure of composition C2H10NO, from OMol25.

The geometry in XYZ format:
```
14
Properties=species:S:1:pos:R:3:nbo_charge:R:1
N -1.803 0.039 1.711 -1.32
H -1.540 0.800 2.344 0.34
H -0.953 0.415 0.835 0.42
H -1.260 -0.760 2.044 0.36
H -2.772 0.113 1.333 0.38
C 0.525 0.417 -1.044 -0.15
O 0.142 0.909 0.306 -0.87
C 1.384 -0.931 -1.142 -0.68
H -0.503 0.377 -1.467 0.19
H 1.016 1.242 -1.672 0.19
H 1.018 1.269 0.657 0.46
H 1.654 -1.438 -0.232 0.24
H 0.798 -1.579 -1.780 0.22
H 2.294 -0.874 -1.893 0.22
```

Summary:
LUMO level (spin up / spin down) ... 1.0 / 0.7 eV
Expectation value of S² ... 0.751
2S+1 ... 2
ΔE to the lowest compared entry with this formula, charge and spin ... 1.731 eV